Here is a cluster of 3 separate species, H6O3 in total at a distorted geometry from the Open Molecules 2025 dataset. Energies are from ωB97M-V/def2-TZVPD.

Calculated values
Electronic energy (eV): -6239.7787

Structure (ORCA input):
```
! wB97M-V def2-TZVPD RIJCOSX def2/J DEFGRID3
* xyz 0 1
O 0.01 0.70 2.18
H -0.01 1.20 1.39
H 0.16 -0.24 1.99
O -0.32 1.26 -0.62
H 0.05 1.73 -1.36
H -0.30 0.36 -0.80
O 0.20 -1.46 -1.21
H -0.61 -1.90 -1.08
H 0.83 -1.64 -0.49
*
```

Results of the natural (NBO) charge analysis, in e, for atoms 1 through 6:
1 O -0.959
2 H 0.495
3 H 0.457
4 O -0.970
5 H 0.475
6 H 0.486

***

Here is a cluster of 35 separate species, H70O35 in total at a distorted geometry from the Open Molecules 2025 dataset. Energies are from ωB97M-V/def2-TZVPD.

Calculated values
Electronic energy (eV): -72803.1218

Structure (ORCA input):
```
! wB97M-V def2-TZVPD RIJCOSX def2/J DEFGRID3
* xyz 0 1
O -3.28 0.98 0.33
H -3.74 1.79 0.58
H -3.76 0.66 -0.44
O 4.58 -1.93 2.98
H 3.76 -2.35 3.24
H 4.53 -1.05 3.35
O -0.93 1.53 -2.46
H -0.70 1.27 -1.57
H -1.80 1.93 -2.37
O -1.16 4.52 -3.27
H -1.54 3.64 -3.23
H -1.47 4.95 -2.47
O 4.76 -2.98 0.36
H 4.49 -2.74 1.25
H 5.69 -3.21 0.44
O -1.40 -0.76 -3.84
H -1.53 -0.06 -3.21
H -0.83 -1.39 -3.40
O -3.93 -1.09 -4.36
H -4.04 -1.06 -5.31
H -2.99 -1.15 -4.22
O -1.96 -4.27 0.23
H -2.81 -4.17 -0.20
H -1.63 -3.38 0.32
O 3.07 1.87 -0.90
H 2.63 2.44 -0.27
H 3.90 1.65 -0.49
O 0.90 -4.97 0.28
H 1.22 -4.18 -0.17
H -0.05 -4.85 0.32
O 2.18 -2.51 -0.45
H 1.99 -1.75 0.09
H 3.07 -2.76 -0.21
O -0.26 2.24 1.82
H -0.57 1.47 1.33
H 0.59 2.44 1.42
O 0.97 5.09 -1.08
H 1.44 5.86 -0.77
H 0.97 5.18 -2.04
O 1.40 1.99 4.72
H 0.88 1.20 4.91
H 1.11 2.25 3.85
O 0.83 -2.37 -3.05
H 1.26 -1.88 -3.75
H 1.46 -2.37 -2.33
O -4.54 -2.60 0.39
H -5.15 -2.85 1.08
H -4.90 -1.78 0.04
O 4.58 2.44 2.60
H 5.28 2.37 1.96
H 4.40 3.38 2.66
O -0.18 -0.12 4.91
H -0.50 -0.32 5.79
H -0.17 -0.97 4.47
O 0.13 0.48 -0.31
H 0.96 0.37 0.16
H -0.28 -0.39 -0.28
O 2.29 3.54 0.96
H 1.91 4.26 0.45
H 2.78 3.98 1.66
O 3.59 0.32 3.76
H 4.07 1.04 3.35
H 3.15 0.72 4.51
O -3.36 2.92 -2.17
H -3.83 3.48 -2.78
H -3.82 3.03 -1.33
O -1.25 -1.90 0.90
H -2.17 -1.64 0.89
H -0.86 -1.36 1.59
O 1.74 -0.88 -5.19
H 1.81 -0.13 -4.60
H 1.91 -0.53 -6.06
O 2.03 -3.06 3.08
H 2.01 -3.84 2.52
H 1.34 -3.21 3.72
O 4.56 -0.02 -2.46
H 4.90 0.11 -1.57
H 4.40 0.87 -2.78
O -2.14 0.03 2.73
H -2.77 0.25 2.05
H -1.74 0.86 2.97
O -1.94 5.19 -0.18
H -1.04 4.99 -0.45
H -1.93 5.06 0.77
O -3.91 -3.97 -1.80
H -4.07 -3.07 -1.49
H -4.60 -4.49 -1.38
O -3.23 -1.93 4.28
H -3.03 -2.81 3.98
H -2.94 -1.36 3.57
O 1.89 1.32 -3.45
H 2.35 1.64 -2.68
H 0.97 1.25 -3.17
O -4.48 -0.70 -1.70
H -5.27 -0.18 -1.85
H -4.17 -0.93 -2.58
O -0.50 -4.59 -4.31
H -1.45 -4.55 -4.16
H -0.15 -3.83 -3.86
O 1.75 -0.81 1.73
H 1.70 -1.66 2.17
H 2.27 -0.26 2.32
O -2.05 4.05 2.75
H -2.40 3.47 3.43
H -1.27 3.59 2.43
*
```

Results of the Löwdin charge analysis, in e, for atoms 1 through 6:
1 O -0.024
2 H 0.056
3 H 0.004
4 O -0.061
5 H -0.004
6 H -0.008

***

Here is a structure of composition H7InKN2O2P at a distorted geometry from the Open Molecules 2025 dataset. Energies are from ωB97M-V/def2-TZVPD.

Calculated values
Electronic energy (eV): -37974.9170

Structure (ORCA input):
```
! wB97M-V def2-TZVPD RIJCOSX def2/J DEFGRID3
* xyz 0 1
N -1.77 0.37 1.61
P -1.13 -0.64 0.58
O -2.36 -1.59 -0.08
O -0.12 -1.77 1.33
In 0.16 0.65 -1.19
N 1.31 2.14 -0.21
H -1.43 0.21 2.54
H -2.25 -2.45 0.31
H 0.78 -1.60 1.13
H -1.04 1.39 -2.30
H 1.17 -0.43 -2.26
H 1.61 1.89 0.72
H 2.06 2.51 -0.75
K 3.01 -0.69 -1.43
*
```

Results of the Löwdin charge analysis, in e, for atoms 1 through 6:
1 N -0.250
2 P 0.428
3 O -0.250
4 O -0.267
5 In 0.319
6 N -0.203

***

Here is a cluster of 2 separate species, H7N3OP2 in total at a distorted geometry from the Open Molecules 2025 dataset. Energies are from ωB97M-V/def2-TZVPD.

Calculated values
Electronic energy (eV): -25206.7506

Structure (ORCA input):
```
! wB97M-V def2-TZVPD RIJCOSX def2/J DEFGRID3
* xyz 0 1
N -1.55 -1.24 -0.73
N -1.47 1.28 -0.41
N 2.05 1.10 0.33
O 0.81 -2.01 0.30
P -0.68 -0.07 0.19
P 1.28 0.19 -0.89
H -2.05 -1.79 -0.03
H -0.84 -1.95 -0.81
H -1.01 1.99 0.22
H -2.53 1.52 -0.28
H 2.82 1.63 0.06
H 1.63 1.05 1.25
H 1.53 -1.68 0.81
*
```

Results of the natural (NBO) charge analysis, in e, for atoms 1 through 6:
1 N -1.142
2 N -1.229
3 N -1.135
4 O -1.052
5 P 0.905
6 P 0.834

***

Here is a cluster of 3 separate species, H7O3 in total from the Open Molecules 2025 dataset. Energies are from ωB97M-V/def2-TZVPD.

Calculated values
Electronic energy (eV): -6231.7281

Structure (ORCA input):
```
! wB97M-V def2-TZVPD RIJCOSX def2/J DEFGRID3
* xyz 2 2
O -1.80 -0.73 1.35
H -2.55 -0.99 0.76
H -1.86 -1.33 2.13
O 1.50 -0.05 -1.86
H 1.30 -0.85 -2.39
H 1.75 0.70 -2.45
O 0.29 0.85 0.55
H 0.71 0.70 -0.35
H 1.01 1.08 1.16
H -0.21 0.04 0.88
*
```

Results of the natural (NBO) charge analysis, in e, for atoms 1 through 6:
1 O -0.553
2 H 0.550
3 H 0.548
4 O -0.591
5 H 0.551
6 H 0.547

***

Here is a cluster of 4 separate species, H7O3S in total at a distorted geometry from the Open Molecules 2025 dataset. Energies are from ωB97M-V/def2-TZVPD.

Calculated values
Electronic energy (eV): -17092.0466

Structure (ORCA input):
```
! wB97M-V def2-TZVPD RIJCOSX def2/J DEFGRID3
* xyz -1 1
S 1.93 -1.02 0.04
H 1.58 -1.95 -0.85
H -1.17 -0.38 -2.61
H -0.90 -0.91 -1.23
O -1.44 -1.18 -1.97
H 0.74 1.98 0.84
H 0.10 1.87 -0.65
O -0.09 1.91 0.32
H -0.90 0.11 1.67
H 0.50 0.04 2.22
O -0.36 -0.46 2.24
*
```

Results of the natural (NBO) charge analysis, in e, for atoms 1 through 6:
1 S -1.085
2 H 0.099
3 H 0.449
4 H 0.494
5 O -0.951
6 H 0.485

***

Here is a structure of composition H7S4 at a distorted geometry from the Open Molecules 2025 dataset. Energies are from ωB97M-V/def2-TZVPD.

Calculated values
Electronic energy (eV): -43455.4081

Structure (ORCA input):
```
! wB97M-V def2-TZVPD RIJCOSX def2/J DEFGRID3
* xyz -1 1
S -1.27 1.82 0.47
H -1.83 2.77 -0.24
S 0.57 0.27 -2.57
H -0.11 1.08 -1.74
H 0.84 -0.57 -1.61
S -2.78 -0.94 -0.67
H -4.02 -0.85 -0.21
H -2.00 0.30 -0.14
S 3.93 -1.37 1.84
H 2.85 -2.11 2.09
H 3.81 -0.41 2.76
*
```

Results of the natural (NBO) charge analysis, in e, for atoms 1 through 6:
1 S -0.769
2 H 0.101
3 S -0.362
4 H 0.194
5 H 0.134
6 S -0.599

***

Here is a cluster of 40 separate species, H80O40 in total at a distorted geometry from the Open Molecules 2025 dataset. Energies are from ωB97M-V/def2-TZVPD.

Calculated values
Electronic energy (eV): -83187.3799

Structure (ORCA input):
```
! wB97M-V def2-TZVPD RIJCOSX def2/J DEFGRID3
* xyz -1 2
H -1.21 -1.67 -3.83
H -1.55 -2.71 -5.13
O -1.48 -1.76 -4.96
H 2.94 -2.32 -3.55
H 3.03 -1.82 -4.97
O 2.83 -2.68 -4.51
H 2.29 3.33 3.02
H 2.16 3.90 4.41
O 1.81 3.37 3.78
H -4.50 -1.39 3.75
H -4.40 0.05 3.09
O -4.98 -0.56 3.61
H -0.86 -2.21 4.11
H -1.25 -2.68 2.69
O -1.64 -2.51 3.71
H -0.37 -3.62 -1.32
O -0.70 -2.68 -1.66
H 0.42 5.61 -2.32
O 1.14 5.80 -1.69
H 0.14 2.23 3.00
H 0.33 3.69 2.63
O -0.01 2.86 2.15
H -0.34 6.92 1.18
H 0.82 6.15 0.59
O 0.28 6.13 1.39
H 5.61 2.51 -1.92
H 5.24 2.36 -3.44
O 5.56 1.88 -2.59
H 2.69 -5.69 -0.63
H 2.69 -5.09 -2.14
O 2.53 -5.00 -1.24
H 5.09 -2.19 -1.57
O 4.32 -2.60 -1.30
H -4.27 0.75 -1.98
H -3.94 1.62 -0.70
O -3.76 0.88 -1.29
H -3.19 -1.65 -2.32
H -4.53 -1.21 -1.79
O -3.94 -1.90 -2.08
H 0.18 -0.24 4.33
H -0.01 -0.93 5.69
O 0.55 -0.82 5.00
H 2.77 2.68 0.88
H 2.41 1.62 2.03
O 2.15 2.35 1.30
H -3.52 -3.10 -0.12
H -2.19 -3.47 0.20
O -2.80 -3.44 -0.50
H -1.71 4.19 -2.02
H -1.98 3.65 -3.39
O -1.54 4.38 -2.97
H -0.61 -2.04 0.38
O 0.13 -2.14 0.92
H -5.47 1.08 3.23
H -5.33 2.38 2.49
O -5.95 1.73 2.63
H -2.73 -4.24 3.17
O -3.24 -4.52 2.57
H -6.80 -1.08 0.21
H -5.63 -1.87 0.57
O -5.80 -1.04 0.04
H 3.00 -5.36 1.35
H 2.89 -3.98 0.90
O 3.23 -4.45 1.62
H -2.15 0.79 0.36
H -2.26 2.28 0.41
O -2.63 1.45 0.81
H 6.27 2.71 0.16
H 5.51 2.38 1.14
O 5.25 2.69 0.29
H 1.77 -0.20 1.14
H 1.13 0.77 0.05
O 1.59 -0.12 0.17
H 1.72 -2.94 4.10
H 3.00 -3.58 3.77
O 2.72 -2.64 4.08
H 3.52 -0.74 3.02
H 2.25 -1.32 2.86
O 2.68 -0.51 2.49
H 2.95 -0.05 -4.18
H 3.37 1.27 -4.72
O 3.18 0.31 -5.03
H 2.77 3.06 -1.00
H 4.17 3.73 -0.94
O 3.41 3.48 -1.45
H 0.45 -5.52 -2.99
H -0.69 -4.40 -2.99
O -0.47 -5.29 -3.19
H -0.41 3.13 0.42
O -1.16 3.93 0.22
H -1.92 3.04 2.39
H -2.64 3.35 3.61
O -2.85 2.97 2.75
H 0.47 -1.21 0.88
H -1.67 -2.63 -1.36
H -3.97 -4.25 2.23
H 2.01 5.66 -2.20
H 3.43 -2.29 -1.65
H -1.66 3.82 1.06
O 0.81 2.24 -5.21
H 0.81 2.15 -6.14
H -0.15 2.66 -5.13
O 0.86 2.52 -1.21
H 0.90 3.35 -0.90
H 0.38 2.58 -1.97
O -1.17 0.70 3.02
H -1.56 1.48 2.73
H -0.32 0.93 2.41
O 2.20 -1.30 -2.32
H 1.58 -1.85 -2.01
H 2.20 -0.50 -1.84
O -1.19 0.85 -3.77
H -0.26 1.08 -4.17
H -1.27 0.17 -4.57
O -0.48 -5.04 2.37
H -0.82 -4.28 1.85
H -1.25 -5.44 2.10
O -2.42 -1.34 1.14
H -2.47 -0.70 0.27
H -2.51 -0.85 1.96
*
```

Results of the Löwdin charge analysis, in e, for atoms 1 through 6:
1 H 0.157
2 H 0.032
3 O -0.168
4 H 0.027
5 H 0.013
6 O -0.127